68
Properties=species:S:1:pos:R:3:forces:R:3:mulliken_spin:R:1 method="wB97M-V/def2-TZVPD" spin_multiplicity=3 lumo_energy_ev="-5.35 / -5.35" homo_lumo_gap_ev="4.56 / 5.72" homo_ha="-0.3643 / -0.4071" total_charge=+1 relative_energy_kcal_mol=0.0
O 2.562761 3.983137 5.988896 -0.16 -0.09 -0.38 0.00
C 1.874995 3.458828 5.173346 0.07 0.17 0.29 0.00
I 0.784050 1.682967 5.485869 0.03 -0.11 0.11 0.00
C 1.752418 3.967155 3.730649 -0.60 0.00 -0.32 -0.01
N 2.975609 3.483058 2.981372 0.14 0.18 0.17 0.00
Br 2.641684 2.625931 1.327170 0.06 -0.09 -0.01 0.00
H 0.856892 3.553877 3.244453 0.24 0.05 0.06 0.01
H 1.732083 5.059911 3.678267 0.12 -0.19 0.13 0.00
H 3.499693 2.813159 3.552901 -0.02 -0.02 -0.06 0.00
H 3.598480 4.273827 2.795291 0.00 -0.15 -0.02 0.00
C -3.183262 0.444161 0.190688 0.09 0.07 -0.07 0.03
C -2.858297 1.196666 1.487232 -0.02 -0.48 -0.26 0.00
C -4.068646 2.002510 1.970624 -0.06 0.22 0.06 0.03
C -4.360767 3.230336 1.111956 0.06 -0.05 -0.04 -0.02
C -3.126810 4.121858 0.997677 -0.16 0.00 0.14 0.03
C -1.887645 3.377986 0.490299 0.19 -0.01 -0.44 0.00
N -1.695481 2.137124 1.318185 -0.40 0.56 0.90 0.43
O -1.076985 2.355397 2.432298 0.33 -0.05 -0.50 0.49
C -2.011212 3.052537 -1.005764 0.01 -0.07 0.03 0.02
C -0.652315 4.257212 0.650356 0.05 0.05 0.06 -0.02
C -2.476590 0.153278 2.531511 0.02 0.00 0.12 -0.01
H -2.288913 -0.007986 -0.240052 0.01 -0.01 0.02 -0.01
H -3.886343 -0.356088 0.420232 0.04 -0.01 0.06 0.00
H -3.652535 1.058675 -0.569663 -0.02 0.01 0.02 0.00
H -3.889541 2.323897 3.001720 0.07 -0.02 -0.02 0.00
H -4.933763 1.336988 1.992607 0.00 -0.02 0.00 0.00
H -4.710892 2.930610 0.121514 0.02 -0.01 -0.01 0.00
H -5.175738 3.800440 1.559664 -0.01 0.00 -0.01 0.00
H -3.321287 4.961251 0.326134 0.01 0.01 -0.01 0.00
H -2.904273 4.546569 1.982176 0.05 -0.05 0.00 0.00
H -1.269471 2.312151 -1.308213 -0.01 -0.01 0.00 -0.01
H -1.835837 3.961144 -1.581818 0.03 0.02 0.05 0.00
H -2.992217 2.690810 -1.293181 0.00 -0.01 0.02 0.00
H -0.528962 4.603658 1.675245 -0.04 -0.02 0.00 0.01
H -0.757120 5.130244 0.006590 -0.02 -0.01 -0.01 0.00
H 0.246590 3.716721 0.348448 -0.11 0.05 -0.04 0.00
H -1.569256 -0.379130 2.241888 -0.01 0.00 -0.03 0.00
H -3.287728 -0.570248 2.611357 0.00 0.00 -0.03 0.00
H -2.318333 0.597126 3.511527 0.01 0.02 -0.02 0.00
C 3.468456 -2.382252 -1.458006 -0.03 0.01 -0.07 0.02
C 2.008435 -2.779072 -1.199246 0.38 0.29 0.03 0.02
C 1.926101 -4.147552 -0.515731 -0.09 -0.20 -0.02 0.03
C 2.255985 -5.307955 -1.453135 -0.01 0.08 -0.05 -0.02
C 1.381252 -5.262614 -2.705683 -0.01 -0.09 0.19 0.03
C 1.452965 -3.924850 -3.448409 0.26 0.07 -0.40 0.00
N 1.207116 -2.816365 -2.465093 -0.77 -0.53 0.47 0.40
O -0.047954 -2.589399 -2.263661 0.49 0.20 -0.21 0.53
C 2.804183 -3.767315 -4.162392 0.01 0.07 0.06 0.02
C 0.367298 -3.856226 -4.516821 -0.11 -0.04 0.00 -0.01
C 1.403609 -1.708237 -0.298880 -0.09 0.08 0.16 -0.03
H 3.519005 -1.481531 -2.072156 0.00 -0.01 -0.01 -0.01
H 3.951188 -2.172124 -0.502328 -0.05 0.02 0.02 0.00
H 4.057190 -3.155203 -1.939305 -0.02 -0.01 0.00 0.00
H 0.911281 -4.284306 -0.129200 -0.02 0.06 -0.05 0.00
H 2.596960 -4.146329 0.347107 0.01 0.00 0.01 0.00
H 3.315195 -5.294466 -1.722415 0.00 0.02 -0.01 0.00
H 2.089891 -6.251241 -0.930811 0.02 -0.01 0.00 0.00
H 1.666945 -6.055952 -3.399873 0.00 -0.01 -0.01 0.00
H 0.341901 -5.450085 -2.419375 -0.01 0.07 -0.01 0.00
H 2.962780 -2.733217 -4.470784 -0.01 0.00 0.00 -0.01
H 2.802946 -4.386864 -5.058719 -0.06 0.00 -0.01 0.00
H 3.656199 -4.086545 -3.569304 -0.01 0.00 0.02 0.00
H -0.622377 -4.033480 -4.105156 0.02 0.04 0.03 0.00
H 0.569304 -4.620355 -5.267843 0.03 0.00 0.00 0.00
H 0.365110 -2.882331 -5.007777 0.01 0.00 0.01 0.00
H 1.379733 -0.742286 -0.808983 0.00 -0.02 -0.03 0.00
H 2.014746 -1.613020 0.601557 0.05 -0.04 -0.03 0.00
H 0.389522 -1.956576 0.002970 -0.01 0.00 -0.06 0.01

***

79
Properties=species:S:1:pos:R:3:forces:R:3:mulliken_charge:R:1 method="wB97M-V/def2-TZVPD" lumo_energy_ev="3.05 / 3.05" homo_lumo_gap_ev="2.94 / 3.56" homo_ha="0.0040 / -0.0185" total_charge=-2 relative_energy_kcal_mol=0.0
Cs -0.102136 -0.920805 -0.325925 -0.01 -0.44 0.01 1.29
N -2.243376 0.588446 1.475939 -0.20 -0.10 0.05 -0.27
C -0.998128 0.970620 2.133962 -0.14 0.37 0.62 0.41
C -1.169749 1.286695 3.655455 0.00 0.00 -0.15 -1.01
C -1.975558 2.542973 4.051890 0.47 0.01 -0.05 -0.29
C -1.490140 3.256826 5.344568 0.04 -0.21 -0.23 -1.41
N -0.066433 3.625376 5.516138 -0.20 -0.27 0.12 -0.30
C 0.662061 4.202034 4.470571 -0.52 -0.44 -0.15 0.33
N 0.173406 5.313713 3.774522 0.19 0.10 -0.33 -0.70
N 1.943422 3.719207 4.176083 0.47 0.19 0.17 -0.64
C -0.331020 2.110520 1.363209 0.36 0.92 -0.07 0.30
O -0.993475 3.142752 1.106941 -0.17 -0.23 0.15 -0.80
O 0.890149 1.951647 1.056545 0.16 -0.21 -0.09 -0.90
H -2.870839 1.385559 1.475041 0.10 0.09 -0.14 0.36
H -2.671171 -0.142762 2.046285 -0.02 0.00 -0.03 0.30
H -0.317568 0.116875 2.087630 -0.11 0.14 0.31 -0.21
H -0.174601 1.344462 4.105851 0.12 0.00 -0.06 0.24
H -1.657426 0.395485 4.053699 0.12 -0.03 0.17 0.52
H -3.015859 2.260789 4.239657 -0.02 0.07 -0.03 0.38
H -1.979922 3.245400 3.221328 0.08 0.13 -0.10 0.32
H -1.716745 2.612967 6.198557 -0.05 0.12 0.07 0.48
H -2.064137 4.180539 5.472584 -0.18 -0.12 -0.02 0.32
H 0.444724 2.860726 5.928859 0.09 0.04 0.03 0.31
H -0.683515 5.649020 4.190626 0.02 0.05 -0.01 0.32
H -0.012044 5.081706 2.792759 -0.25 -0.01 0.13 0.27
H 2.037461 2.722746 4.326452 -0.17 -0.09 -0.15 0.27
H 2.209500 3.913005 3.219738 -0.01 -0.03 -0.11 0.28
I 3.209800 -4.099851 0.645886 0.21 0.11 -0.17 -0.03
C 4.800730 -3.690016 -0.703909 -0.21 0.02 -0.01 -0.29
C 6.080082 -3.927341 -0.204113 0.03 -0.13 0.14 -0.69
C 7.182830 -3.517350 -0.941526 0.02 0.06 0.02 -0.44
C 7.005274 -2.789060 -2.101281 -0.04 -0.02 0.00 -0.84
C 5.710097 -2.513161 -2.601147 0.08 0.03 -0.03 0.70
C 5.506579 -1.649720 -3.696407 0.11 -0.05 -0.08 -0.81
C 4.215393 -1.348624 -4.145483 -0.13 -0.03 -0.10 -0.64
C 3.131364 -2.018178 -3.629564 0.02 0.04 -0.02 -0.63
C 3.277574 -2.996975 -2.607650 -0.25 -0.12 0.15 0.00
C 4.565752 -3.098671 -1.954440 -0.08 -0.11 0.16 0.68
H 6.208355 -4.407524 0.756429 0.00 -0.01 -0.01 0.32
H 8.179629 -3.729844 -0.570791 0.01 0.03 0.00 0.33
H 7.859024 -2.394816 -2.642030 0.01 0.00 0.00 0.29
H 6.371658 -1.202457 -4.174515 0.02 0.04 0.06 0.27
H 4.079567 -0.621606 -4.938596 -0.03 0.00 0.01 0.36
H 2.142893 -1.855783 -4.043035 0.02 0.07 -0.01 0.40
N -7.459472 -2.208740 -3.918492 0.34 -0.14 0.02 -0.43
C -6.381338 -1.527505 -4.450395 -1.13 -0.16 -0.37 0.34
O -6.468717 -1.030693 -5.555898 0.27 0.15 -0.01 -0.62
C -5.186102 -1.413420 -3.596533 1.23 0.11 0.73 0.89
C -4.013880 -0.874964 -4.131250 -0.60 -0.15 -0.26 -0.61
C -2.874778 -0.816931 -3.355468 0.39 0.04 0.26 -0.37
N -2.813607 -1.239481 -2.090681 -0.35 -0.02 -0.30 -0.08
C -3.938814 -1.727431 -1.572221 0.34 -0.02 0.42 -0.72
C -5.127930 -1.834847 -2.265567 -0.42 0.05 -0.50 -0.67
H -8.166181 -2.434285 -4.599279 -0.03 0.05 -0.03 0.26
H -7.274421 -2.933325 -3.244835 -0.03 0.06 0.08 0.21
H -4.018622 -0.524640 -5.153899 0.06 0.01 0.00 0.43
H -1.950044 -0.415613 -3.755703 -0.03 0.01 -0.06 0.45
H -3.882653 -2.048692 -0.537365 -0.03 0.01 0.01 0.54
H -6.000016 -2.224345 -1.758273 0.03 -0.01 0.07 0.34
N 1.079112 5.280533 -2.588891 0.01 -0.03 0.06 -0.51
C 1.245313 4.062919 -1.959876 0.34 -0.25 -0.06 0.72
N 1.562985 4.081877 -0.672832 0.10 -0.40 0.63 -0.27
N 1.188221 3.013730 -2.735552 -0.35 0.38 -0.46 -0.74
C 1.241015 1.759682 -2.362770 0.17 -0.25 0.02 0.50
N 1.259406 0.606250 -2.224516 0.19 0.63 -0.31 -0.62
H 0.723967 6.030259 -2.020368 -0.03 0.00 -0.01 0.23
H 0.658218 5.198178 -3.498969 -0.03 -0.02 0.02 0.26
H 1.449029 4.943312 -0.163666 -0.05 -0.08 -0.03 0.20
H 1.508037 3.216317 -0.077994 -0.41 0.20 -0.16 0.16
F 2.387733 -5.332959 -2.145883 -0.02 0.07 0.10 -0.29
B 2.194843 -4.040622 -2.510635 0.27 -0.17 -0.26 0.68
F 0.942072 -3.853761 -3.009735 -0.09 0.19 0.06 -0.33
Cl -0.005408 -2.666683 2.623082 0.14 -0.04 0.12 -0.15
C -1.408444 -3.651867 3.077032 -0.68 0.12 0.02 0.02
Cl -1.082283 -4.476826 4.619994 0.08 -0.11 0.17 -0.22
C -2.785204 -2.839721 3.210566 0.56 -0.22 -0.17 0.41
O -3.765180 -3.589705 3.152882 -0.06 0.01 -0.04 -0.74
O -2.676132 -1.611925 3.338948 -0.15 -0.02 0.04 -0.66
H -1.514203 -4.429652 2.328221 0.03 0.02 0.03 0.28

***

11
Properties=species:S:1:pos:R:3:forces:R:3:mulliken_charge:R:1 method="wB97M-V/def2-TZVPD" lumo_energy_ev=0.83 homo_lumo_gap_ev=9.57 homo_ha=-0.3213 relative_energy_kcal_mol=82.5
O -1.992004 -0.429257 -0.813310 -0.08 -0.03 0.06 -0.63
C -0.961244 -0.067303 -0.140794 0.09 -0.02 -0.05 0.64
C -0.033434 1.113722 -0.101888 -0.09 0.18 -0.11 -0.59
C 1.062563 0.032441 0.203213 0.34 0.04 0.11 -0.32
C -0.044502 -1.030658 0.295585 0.17 0.02 0.41 -0.83
H 0.045410 1.703826 -1.016826 -0.01 -0.07 0.08 0.28
H -0.211137 1.771864 0.751697 0.02 -0.10 -0.07 0.23
H 1.621794 0.219282 1.123382 -0.09 -0.04 -0.09 0.24
H 1.767290 -0.106095 -0.620007 -0.10 0.03 0.06 0.23
H -0.153120 -1.822296 1.027304 -0.02 0.04 -0.13 0.38
H -1.101615 -1.385529 -0.708356 -0.24 -0.04 -0.26 0.38

***

52
Properties=species:S:1:pos:R:3:forces:R:3:mulliken_charge:R:1 method="wB97M-V/def2-TZVPD" smiles="COCc1csc(C(=O)N2CCC[C@@H](NC(=O)c3ccc(Cl)c(N)c3)[C@@H]2C)c1" lumo_energy_ev=0.45 homo_lumo_gap_ev=8.98 homo_ha=-0.3133 relative_energy_kcal_mol=4.3
C 3.286238 4.569831 2.035063 -0.01 0.00 0.00 -0.75
O 2.365495 3.728827 2.692445 0.00 0.00 0.00 -0.31
C 1.032081 4.141681 2.479498 0.00 0.00 0.00 -0.56
C 0.109820 3.155526 3.121991 0.01 0.01 0.00 0.15
C -0.886391 3.474218 3.997974 -0.01 -0.01 0.00 -0.68
S -1.748471 2.106040 4.541467 0.00 0.01 0.00 -0.23
C -0.783569 1.064440 3.574919 -0.20 0.03 -0.12 0.49
C -0.983260 -0.397151 3.633642 0.23 -0.07 0.16 -0.14
O -1.469995 -0.924280 4.612953 0.00 0.00 0.01 -0.63
N -0.398627 -1.131878 2.595298 0.16 0.16 0.02 0.65
C 0.215117 -2.392083 3.005476 -0.19 -0.10 -0.03 -0.97
C 1.371418 -2.699104 2.068176 0.00 -0.02 0.00 -0.60
C 0.884109 -2.747454 0.627420 -0.03 0.01 -0.01 -1.12
C 0.125131 -1.475720 0.251713 0.01 -0.02 0.01 0.00
N -0.414225 -1.584167 -1.092086 -0.01 0.03 0.01 0.07
C 0.274238 -1.153638 -2.178393 0.02 -0.02 -0.01 0.25
O 1.362860 -0.610481 -2.091893 -0.01 0.01 0.00 -0.67
C -0.393672 -1.371392 -3.507211 -0.01 0.01 0.01 0.22
C -1.329944 -2.377189 -3.732441 0.00 0.00 -0.01 -0.49
C -1.888985 -2.511467 -4.991813 0.00 -0.01 0.01 -0.81
C -1.522582 -1.649146 -6.008050 0.00 0.01 -0.03 0.46
Cl -2.235099 -1.840329 -7.584276 0.00 0.00 0.01 -0.24
C -0.579942 -0.636161 -5.810062 -0.01 -0.01 0.02 0.56
N -0.248730 0.254014 -6.813263 0.03 -0.01 -0.02 -0.55
C -0.022111 -0.524970 -4.536695 0.00 0.01 0.00 -0.65
C -0.995159 -1.176657 1.255274 0.02 -0.01 0.00 -0.02
C -1.790323 0.061852 0.873298 -0.01 0.01 0.00 -1.73
C 0.166382 1.757252 2.883233 0.00 0.00 -0.01 -0.46
H 4.282642 4.186412 2.241130 0.00 0.00 0.00 0.25
H 3.118656 4.571760 0.951549 0.00 0.00 0.00 0.31
H 3.215872 5.600687 2.401717 0.00 0.00 0.00 0.30
H 0.866266 5.143325 2.897209 0.00 0.00 0.00 0.36
H 0.834123 4.199710 1.399218 0.00 0.00 0.00 0.31
H -1.142354 4.458517 4.358824 0.00 0.00 0.00 0.47
H 0.553798 -2.284804 4.033563 0.00 0.00 0.00 0.48
H -0.517075 -3.212045 2.989699 0.00 0.00 -0.01 0.39
H 2.133444 -1.922941 2.178098 0.00 0.00 0.01 0.30
H 1.829163 -3.650075 2.347587 0.00 0.00 0.00 0.40
H 1.711111 -2.884206 -0.071041 0.00 0.00 0.00 0.34
H 0.204234 -3.598182 0.499275 0.01 -0.01 0.00 0.31
H 0.812557 -0.626521 0.250976 0.00 -0.01 -0.01 0.32
H -1.332963 -1.971599 -1.220814 0.01 -0.02 0.00 0.34
H -1.598420 -3.084108 -2.958610 0.00 0.00 0.00 0.46
H -2.606300 -3.293151 -5.200743 0.00 0.00 0.00 0.41
H 0.637720 0.717793 -6.703767 -0.01 0.00 0.00 0.24
H -0.434707 -0.052624 -7.754408 -0.01 0.01 0.01 0.20
H 0.722749 0.234738 -4.334256 0.00 0.00 -0.01 0.38
H -1.690442 -2.036840 1.244732 0.00 0.01 -0.01 0.35
H -2.309872 -0.118315 -0.066535 0.01 -0.01 -0.01 0.51
H -2.543339 0.303294 1.623721 0.00 0.00 0.00 0.44
H -1.145852 0.929759 0.742224 -0.01 0.00 0.00 0.30
H 0.897184 1.279000 2.246990 0.00 0.00 0.00 0.63

***

10
Properties=species:S:1:pos:R:3:forces:R:3:mulliken_charge:R:1 method="wB97M-V/def2-TZVPD" lumo_energy_ev=-6.75 homo_lumo_gap_ev=7.56 homo_ha=-0.5258 total_charge=+1 relative_energy_kcal_mol=62.3
C -0.506417 0.037006 0.466019 -2.04 6.32 -2.99 0.79
C -0.644783 -1.052224 1.305261 2.94 -2.97 0.78 -0.35
N -1.116091 1.082288 0.249890 0.56 -2.91 0.43 -0.35
N 1.007005 0.337964 -1.061398 0.11 -1.32 1.03 -0.73
S 0.357765 -2.337947 1.186062 -0.98 0.74 0.07 -0.01
H -1.291008 -0.878093 2.135611 -0.81 0.01 0.39 0.38
H -1.256077 1.669019 -0.578246 0.45 -0.02 0.69 0.32
H 0.304530 0.376279 -1.840594 1.51 0.38 0.91 0.33
H 1.682903 -0.459066 -1.177454 -0.79 1.36 -0.10 0.31
H 1.462175 1.224773 -0.685151 -0.95 -1.60 -1.21 0.33